No. 1
105
Properties=species:S:1:pos:R:3:forces:R:3:lowdin_charge:R:1 method="wB97M-V/def2-TZVPD" lumo_ev=0.22 homo_lumo_gap_ev=9.192 total_charge=0 largest_force_ev_per_a=2.61 e_homo_ev=-8.97 energy_ha=-8170.04546
C 5.448 -2.368 2.271 0.080 0.140 -0.103 -0.103
C 4.132 -1.782 2.758 -0.234 -0.113 0.207 -0.254
C 4.012 -0.261 2.682 0.281 -0.016 0.109 -0.183
C 4.363 0.395 1.349 -0.366 0.133 -0.002 -0.214
N 3.150 0.748 0.599 0.193 -0.162 -0.286 -0.006
C 2.438 -0.370 0.049 0.411 0.114 -0.173 -0.205
O 1.198 -0.508 0.725 -0.133 -0.022 -0.104 -0.092
C 0.041 -1.061 0.134 0.116 0.430 0.442 -0.351
C 0.370 -2.210 -0.816 -0.303 -0.397 -0.196 -0.169
C 1.073 -3.401 -0.217 1.867 -0.381 1.176 -0.762
O 2.052 -3.393 0.490 -1.947 -0.009 -1.213 0.006
I 0.303 -5.328 -0.900 0.107 0.228 0.019 0.796
C -0.759 -1.507 1.419 0.404 0.262 0.022 -0.570
Br -2.038 -2.920 1.080 -0.081 -0.258 -0.137 0.793
C 0.176 -1.755 2.633 -0.487 -0.250 0.382 -0.709
C 0.301 -0.476 3.441 -0.003 0.082 -0.275 -0.147
Br -0.515 -3.119 3.883 0.168 0.034 0.082 0.657
C -0.799 0.096 -0.603 0.367 0.013 -0.316 -0.315
C -0.276 0.479 -2.020 -0.010 0.498 0.044 -0.113
C 0.789 1.579 -2.109 0.480 -0.207 -0.357 -0.266
C 1.814 1.302 -3.221 -0.083 0.201 0.174 -0.542
S 3.393 2.191 -2.976 -0.039 0.247 0.090 0.712
C -2.273 -0.271 -0.796 -0.441 -0.060 0.051 -0.119
C -2.530 -1.283 -1.898 -0.421 0.013 -0.340 -0.163
O -3.931 -1.197 -2.266 -0.050 -0.378 0.201 -0.031
C -4.406 -2.366 -2.802 0.251 -0.713 -2.498 -0.455
O -4.321 -2.605 -4.009 0.101 0.650 2.530 0.092
C -5.047 -3.344 -1.852 -0.362 0.430 -0.012 -0.132
C -6.065 -2.694 -0.907 0.129 -0.078 0.287 -0.071
O -0.563 1.213 0.263 -0.512 -0.605 0.141 -0.093
C -1.399 2.286 0.600 0.036 0.418 -0.082 -0.674
S -2.135 3.115 -0.886 0.225 -0.085 -0.132 0.894
C -0.401 3.282 1.223 0.272 0.069 -0.229 -0.261
N 0.677 3.617 0.310 -0.127 0.136 0.200 0.028
C -2.431 2.024 1.709 -0.111 -0.126 0.041 -0.202
O -3.769 1.863 1.312 0.108 -0.171 -0.238 -0.171
C -4.633 1.811 2.442 -0.129 0.120 -0.197 -0.246
C -4.712 0.447 3.109 0.172 0.071 0.080 -0.050
H 5.498 -2.417 1.183 -0.011 -0.008 -0.069 0.065
H 5.576 -3.381 2.647 0.042 -0.095 -0.001 0.070
H 6.288 -1.757 2.602 0.054 -0.027 0.067 0.060
H 4.008 -2.058 3.807 -0.064 -0.015 0.067 0.108
H 3.299 -2.255 2.236 0.047 -0.043 -0.090 0.068
H 2.989 0.017 2.927 -0.062 0.130 0.056 0.088
H 4.653 0.171 3.451 0.079 -0.024 0.030 0.100
H 4.904 1.321 1.529 0.006 0.080 0.039 0.103
H 5.036 -0.237 0.763 0.063 -0.100 -0.025 0.107
H 3.389 1.391 -0.142 -0.117 0.201 -0.068 0.065
H 3.015 -1.286 0.181 -0.028 -0.145 0.082 0.121
H 2.291 -0.236 -1.020 -0.177 0.133 -0.189 0.111
H -0.520 -2.579 -1.314 0.045 0.094 0.052 0.048
H 1.034 -1.873 -1.611 0.160 0.077 0.000 0.129
H -1.364 -0.653 1.699 -0.216 -0.013 -0.017 0.059
H 1.132 -2.160 2.343 0.061 0.023 -0.105 0.049
H 1.003 -0.599 4.259 0.041 0.013 0.114 0.076
H -0.677 -0.204 3.837 -0.061 -0.030 0.178 0.071
H 0.631 0.327 2.784 0.131 0.049 -0.008 0.071
H -1.152 0.839 -2.561 -0.035 -0.005 -0.113 0.110
H 0.052 -0.392 -2.579 0.059 -0.233 0.013 0.101
H 1.296 1.741 -1.166 -0.061 -0.031 0.133 0.058
H 0.314 2.526 -2.361 -0.063 0.095 0.265 0.089
H 1.437 1.646 -4.180 -0.106 -0.215 -0.139 0.064
H 2.053 0.246 -3.300 -0.010 -0.125 -0.064 0.060
H 4.177 1.121 -2.884 0.139 -0.184 0.014 -0.158
H -2.770 -0.599 0.113 0.048 -0.017 0.108 0.079
H -2.808 0.625 -1.097 0.063 0.204 -0.054 0.088
H -1.963 -1.066 -2.799 0.091 -0.057 -0.044 0.126
H -2.328 -2.308 -1.600 -0.024 -0.070 0.137 0.071
H -4.264 -3.829 -1.270 0.202 -0.029 -0.061 0.106
H -5.534 -4.083 -2.481 0.169 -0.226 0.034 0.118
H -5.898 -1.624 -0.834 -0.072 0.143 -0.020 0.071
H -5.968 -3.093 0.100 -0.021 -0.068 0.053 0.069
H -7.082 -2.889 -1.233 -0.095 0.133 -0.106 0.074
H -3.156 3.666 -0.233 -0.229 -0.016 0.092 -0.110
H 0.023 2.798 2.104 0.020 -0.027 0.098 0.129
H -0.976 4.154 1.537 -0.052 0.089 0.153 0.111
H 0.420 4.411 -0.258 -0.030 0.087 -0.128 0.063
H 1.516 3.857 0.813 0.131 -0.056 0.073 0.078
H -2.096 1.158 2.287 0.194 -0.070 0.008 0.114
H -2.388 2.886 2.382 0.035 0.066 0.106 0.123
H -5.606 2.108 2.058 -0.084 0.064 0.070 0.121
H -4.305 2.560 3.166 0.000 0.172 0.043 0.113
H -4.784 0.548 4.189 0.003 -0.007 0.093 0.077
H -3.818 -0.136 2.891 0.006 -0.116 0.003 0.065
H -5.584 -0.100 2.777 -0.102 -0.267 -0.192 0.070
C 8.418 2.602 3.494 -0.131 -0.026 0.022 -0.020
C 8.221 1.315 2.732 0.124 0.043 -0.005 -0.488
O 7.156 0.746 2.713 -0.073 -0.019 0.014 0.065
C 9.420 0.772 1.993 -0.093 -0.090 -0.027 -0.019
H 7.489 2.886 3.979 -0.012 0.002 0.007 0.082
H 9.198 2.476 4.247 0.058 0.029 -0.034 0.086
H 8.731 3.396 2.813 0.074 0.001 0.011 0.085
H 10.235 0.580 2.692 0.042 0.060 -0.009 0.086
H 9.768 1.500 1.259 0.056 0.032 0.037 0.086
H 9.151 -0.152 1.488 -0.006 -0.011 -0.004 0.082
C -6.040 -0.208 -4.770 -0.381 0.090 0.027 -0.026
C -6.780 0.417 -5.924 0.171 0.007 -0.026 -0.503
O -7.977 0.576 -5.914 -0.110 0.007 0.009 0.066
C -5.940 0.836 -7.109 -0.134 0.036 -0.046 -0.026
H -6.757 -0.461 -3.990 0.024 0.002 0.029 0.087
H -5.523 -1.113 -5.083 0.073 0.132 -0.072 0.065
H -5.304 0.489 -4.368 0.098 -0.055 -0.044 0.090
H -5.415 -0.029 -7.518 0.068 0.005 0.034 0.084
H -5.194 1.569 -6.798 0.060 -0.043 0.009 0.082
H -6.578 1.269 -7.875 -0.007 0.006 -0.010 0.078

No. 2
104
Properties=species:S:1:pos:R:3:forces:R:3:lowdin_charge:R:1 method="wB97M-V/def2-TZVPD" smiles="CC[C@@H](I)[C@@]1(C[C@@H](C)Br)OC(=O)O[C@@]1(Br)CC[C@@H](C)CCC=C(C)C.CNC(C)=O.CNC(C)=O.CNC(C)=O.CNC(C)=O" lumo_ev=0.07 homo_lumo_gap_ev=7.911 total_charge=0 largest_force_ev_per_a=2.30 e_homo_ev=-7.84 energy_ha=-7408.05117
C 0.158 -5.174 0.415 0.565 0.113 0.097 -0.172
C 0.069 -3.787 -0.226 -0.061 -0.395 -0.143 -0.286
C -1.073 -3.519 -1.237 0.638 0.241 0.836 -0.556
I -2.789 -4.725 -0.672 0.038 0.165 -0.215 1.036
C -1.524 -2.013 -1.365 0.035 -1.527 -1.490 -0.459
C -2.473 -1.945 -2.603 -0.274 0.399 0.390 -0.191
C -3.908 -1.388 -2.556 -0.399 -0.522 -0.034 -0.686
C -4.997 -2.395 -2.184 0.035 0.277 -0.395 -0.201
Br -4.257 0.201 -1.465 0.061 0.122 -0.055 0.715
O -2.035 -1.665 -0.092 -0.297 1.017 -0.305 -0.009
C -1.215 -0.730 0.458 0.039 0.321 0.527 -0.589
O -1.492 -0.011 1.364 0.155 -0.673 -0.220 0.179
O -0.017 -0.769 -0.184 -0.165 0.463 -0.456 -0.011
C -0.330 -1.030 -1.585 0.812 -0.110 2.150 -0.597
Br -0.887 0.749 -2.199 -0.154 -0.183 -0.508 0.931
C 0.946 -1.572 -2.235 -0.496 0.595 -0.588 -0.135
C 1.855 -0.610 -3.010 0.507 -0.273 0.304 -0.170
C 2.880 0.104 -2.098 0.207 0.328 -0.175 -0.361
C 4.282 0.082 -2.735 -0.039 0.004 0.482 -0.069
C 2.452 1.530 -1.703 0.257 -0.468 0.204 -0.179
C 3.558 2.338 -0.985 -0.126 0.365 0.722 -0.180
C 3.072 2.812 0.376 0.211 -0.412 0.314 -0.080
C 2.763 1.971 1.379 0.339 0.420 -0.235 -0.334
C 1.764 2.331 2.459 0.300 0.231 -0.222 -0.050
C 3.346 0.585 1.482 -0.971 -0.070 -0.528 -0.053
H 0.018 -5.983 -0.299 -0.229 -0.018 0.022 0.059
H -0.491 -5.287 1.279 -0.249 -0.115 -0.172 0.051
H 1.180 -5.282 0.791 0.001 0.010 0.044 0.068
H 0.994 -3.687 -0.789 0.060 0.259 0.053 0.093
H 0.086 -3.050 0.571 -0.057 0.124 -0.030 0.117
H -0.740 -3.892 -2.201 -0.364 -0.072 -0.132 0.086
H -2.586 -2.957 -2.991 -0.085 -0.039 0.041 0.086
H -1.938 -1.396 -3.378 0.046 0.058 0.074 0.087
H -4.140 -1.077 -3.572 0.171 0.234 0.026 0.086
H -4.814 -3.334 -2.709 0.050 -0.113 0.171 0.054
H -5.070 -2.551 -1.112 0.006 -0.160 0.014 0.034
H -5.942 -2.009 -2.563 -0.101 0.034 0.242 0.073
H 0.651 -2.397 -2.886 0.043 -0.041 -0.034 0.125
H 1.545 -1.946 -1.411 -0.035 -0.266 0.000 0.095
H 2.444 -1.244 -3.676 -0.141 -0.081 -0.108 0.104
H 1.315 0.082 -3.654 -0.114 0.037 0.065 0.081
H 2.976 -0.466 -1.171 -0.121 -0.051 -0.148 0.089
H 5.032 0.104 -1.942 0.093 0.129 -0.051 0.064
H 4.457 -0.849 -3.277 -0.062 0.069 -0.257 0.064
H 4.465 0.949 -3.371 -0.002 -0.133 -0.237 0.089
H 2.068 2.052 -2.583 0.054 0.110 -0.018 0.106
H 1.641 1.434 -0.984 -0.230 0.064 -0.213 0.073
H 4.445 1.726 -0.833 0.164 0.086 -0.256 0.085
H 3.809 3.221 -1.570 0.320 -0.116 -0.097 0.104
H 2.992 3.885 0.528 -0.808 -0.046 -0.176 0.106
H 2.143 3.083 3.155 0.084 -0.150 0.152 0.055
H 1.465 1.423 2.980 0.035 0.109 0.258 0.073
H 0.870 2.733 1.984 -0.049 0.037 0.075 0.076
H 3.657 0.409 2.512 0.151 0.012 0.003 0.087
H 2.583 -0.166 1.246 0.088 -0.120 0.085 0.074
H 4.166 0.426 0.788 0.158 -0.039 0.112 0.064
C -4.431 -1.548 2.103 -0.321 0.306 -0.200 -0.072
N -5.855 -1.254 2.059 -0.006 -0.146 0.130 0.016
C -6.855 -1.800 2.796 -0.031 0.041 -0.041 -0.560
C -6.471 -2.855 3.808 -0.067 -0.004 0.017 -0.014
O -8.015 -1.448 2.642 -0.011 -0.027 0.021 0.023
H -3.879 -0.641 2.349 0.147 -0.087 0.015 0.081
H -4.105 -1.889 1.122 0.145 -0.081 0.080 0.040
H -4.211 -2.310 2.843 -0.041 -0.021 0.005 0.078
H -6.172 -0.558 1.402 0.033 0.010 -0.029 0.127
H -7.374 -3.189 4.310 -0.038 0.033 -0.027 0.079
H -6.002 -3.710 3.318 0.074 0.012 0.043 0.080
H -5.783 -2.449 4.550 0.062 -0.055 -0.023 0.082
C 6.796 -3.805 -1.233 -0.091 0.217 -0.154 -0.070
N 5.608 -2.990 -1.069 -0.062 -0.087 0.102 0.022
C 4.672 -3.053 -0.086 0.174 -0.066 -0.047 -0.523
C 4.861 -4.094 0.991 -0.070 0.041 0.013 -0.004
O 3.721 -2.288 -0.085 -0.176 -0.128 0.016 0.030
H 7.688 -3.175 -1.226 0.044 -0.065 0.043 0.086
H 6.760 -4.336 -2.185 0.042 -0.070 0.039 0.084
H 6.877 -4.531 -0.432 -0.006 -0.008 0.016 0.071
H 5.423 -2.274 -1.755 0.026 0.039 -0.007 0.113
H 4.037 -4.011 1.693 -0.027 0.046 -0.012 0.081
H 4.863 -5.098 0.565 0.079 -0.015 0.024 0.085
H 5.797 -3.932 1.527 0.023 -0.071 -0.019 0.087
C -7.068 2.777 -3.935 -0.120 0.224 -0.166 -0.076
N -6.544 3.961 -4.590 0.053 -0.088 0.052 0.004
C -5.258 4.408 -4.618 0.007 0.033 -0.018 -0.556
C -4.232 3.581 -3.880 0.063 0.045 -0.011 -0.018
O -4.965 5.429 -5.214 0.014 -0.006 -0.002 0.032
H -7.530 2.114 -4.669 0.024 -0.077 0.050 0.082
H -7.826 3.057 -3.201 0.025 -0.076 0.059 0.084
H -6.277 2.236 -3.426 0.009 -0.003 0.010 0.049
H -7.185 4.550 -5.098 -0.016 0.006 0.001 0.137
H -3.262 4.055 -3.987 -0.026 0.065 -0.045 0.082
H -4.479 3.518 -2.820 0.015 -0.117 -0.001 0.077
H -4.180 2.573 -4.294 -0.013 -0.049 0.107 0.077
C 2.021 6.217 6.430 -0.103 -0.151 -0.249 -0.079
N 2.706 5.480 5.386 0.051 0.052 0.086 0.006
C 4.042 5.259 5.245 -0.007 -0.027 -0.044 -0.555
C 4.956 5.844 6.297 0.034 -0.024 -0.030 -0.014
O 4.470 4.614 4.304 0.014 -0.005 0.008 0.034
H 1.317 5.566 6.951 0.014 0.047 0.084 0.083
H 1.463 7.050 6.000 0.015 0.055 0.080 0.083
H 2.731 6.608 7.151 0.017 0.002 0.006 0.069
H 2.151 5.066 4.654 -0.016 0.001 -0.005 0.127
H 5.978 5.581 6.042 -0.009 -0.030 -0.049 0.081
H 4.869 6.931 6.326 -0.022 -0.002 0.077 0.083
H 4.723 5.440 7.282 -0.015 0.074 0.029 0.083